The following is a quantum chemistry calculation of C4H6F2MnO3V as an isolated structure, from the Open Molecules 2025 dataset.

Results
- HOMO (spin up / spin down) (eV) = -17.57 / -17.57
- charge = +2
- DFT total energy (eV) = -72811.6798
- LUMO energy (spin up / spin down) (eV) = -11.93 / -11.92
- ⟨S²⟩ = 12.042
- multiplicity = 7

CARTESIAN COORDINATES (ANGSTROEM)
O -3.787 1.440 -0.997
V -2.515 1.216 -1.856
Mn -0.722 4.405 0.059
F -1.461 2.719 -0.662
F -2.839 2.831 -3.044
O -1.463 -0.228 -0.237
C -0.373 -0.639 0.142
O -0.096 -1.923 0.018
C 1.155 -2.334 0.578
C 1.941 -1.037 0.648
C 0.856 0.043 0.694
H 1.710 -3.070 0.002
H 0.964 -2.814 1.539
H 2.417 -0.924 -0.328
H 2.630 -0.951 1.481
H 1.023 1.014 0.232
H 0.559 0.254 1.730